1.
47
Properties=species:S:1:pos:R:3:forces:R:3 method="wB97M-V/def2-TZVPD" lumo_energy_ev=-0.19 relative_energy_kcal_mol=12.4 multiplicity=1 e_tot_ev=-30879.6475
O -1.92894 -2.39593 2.29871 0.821 -0.605 0.437
C -1.57043 -1.35521 1.78501 0.059 -2.578 1.637
N -2.58972 -0.70732 1.15495 0.126 1.723 -1.438
C -2.51567 0.51460 0.52395 0.842 2.343 1.101
O -1.57043 1.28412 0.71806 -1.249 -1.166 -0.858
C -3.75555 0.96572 -0.19249 -1.590 -0.277 -1.097
C -3.96598 2.30435 -0.60473 -0.235 -0.329 0.290
C -5.15129 2.65235 -1.25855 -0.476 -1.860 -0.224
C -6.15504 1.69820 -1.52671 -0.081 -0.877 0.392
C -6.02386 0.36551 -1.06546 1.189 1.866 -0.207
F -7.06805 -0.49589 -1.25227 1.352 0.461 0.256
C -4.78621 0.02002 -0.47154 -0.971 0.271 -0.125
O -0.34206 -0.88672 1.80900 -0.537 1.625 -0.469
C 0.77739 -1.64215 2.27116 0.930 -0.884 -0.808
C 2.08753 -0.97459 1.77540 -1.606 1.132 -0.973
C 2.18053 0.52791 2.12077 -0.085 -0.167 -0.215
C 3.54628 1.04142 1.66347 0.152 -0.553 -0.150
C 3.70859 0.87813 0.15412 -0.408 -0.550 0.079
N 3.54785 -0.53654 -0.17695 0.882 -1.346 -0.148
C 3.90477 -0.93155 -1.56932 -0.276 2.004 0.594
C 2.85124 -0.36480 -2.54797 0.277 -1.843 -0.483
C 1.42888 -0.73564 -2.17748 -0.182 -0.226 0.162
C 1.14819 -0.52844 -0.67443 0.163 0.102 -0.117
C 2.23883 -1.12390 0.22352 0.795 0.572 0.167
H -3.45782 -1.22127 1.18439 0.325 0.023 0.092
H -3.25785 3.09946 -0.39125 0.175 -0.403 0.021
H -5.35202 3.61918 -1.65775 0.271 0.739 0.062
H -7.05612 1.95271 -2.09839 0.383 0.052 0.374
H -4.67723 -1.01750 -0.21905 0.114 -0.335 0.099
H 0.71798 -2.63485 1.79665 -0.077 0.109 0.373
H 0.80395 -1.77032 3.35125 -0.405 0.194 0.081
H 2.92400 -1.48180 2.24783 0.079 -0.238 0.001
H 2.05504 0.67687 3.18929 0.010 0.009 0.266
H 1.36947 1.11335 1.63090 0.448 -0.479 0.257
H 3.67021 2.06694 1.94718 0.052 0.743 0.096
H 4.36394 0.47618 2.14829 -0.362 0.123 -0.094
H 4.68509 1.27068 -0.16830 -0.224 -0.408 -0.052
H 2.92838 1.42761 -0.36939 -0.056 0.739 0.006
H 4.89037 -0.45823 -1.81682 -0.658 -0.579 0.263
H 3.99715 -2.00519 -1.60027 -0.016 -0.430 -0.111
H 3.06981 -0.70741 -3.57687 -0.005 0.344 0.327
H 2.91338 0.68201 -2.49404 0.321 1.578 -0.237
H 0.70027 -0.17687 -2.79263 0.317 0.036 0.347
H 1.22079 -1.78226 -2.44259 0.203 -0.012 0.226
H 0.22568 -1.02232 -0.50638 -1.030 -0.360 0.444
H 0.99542 0.51992 -0.40015 -0.045 -0.085 -0.309
H 2.27323 -2.20057 0.05789 0.288 -0.197 -0.333

***

2.
48
Properties=species:S:1:pos:R:3:forces:R:3 method="wB97M-V/def2-TZVPD" lumo_energy_ev=-0.80 relative_energy_kcal_mol=0.0 multiplicity=1 e_tot_ev=-62247.5456
C 2.74652 3.10511 1.76156 0.051 -0.135 -0.204
C 1.64368 2.61686 2.46220 0.050 -0.282 -0.070
C 1.01886 1.43520 2.05395 0.000 0.196 -0.371
C 1.43566 0.79173 0.87152 0.237 0.030 0.531
C 0.58048 -0.23513 0.22559 -0.023 0.578 0.507
C -0.47443 -0.74768 1.01179 -1.770 -1.731 2.005
N -1.34353 -1.22374 1.64600 1.798 1.196 -1.462
S 1.57670 -1.59728 -0.49323 -0.758 -0.970 -0.490
C 0.66338 -3.12836 -0.20947 0.196 -0.369 0.126
C 1.19275 -4.16031 0.58136 -0.347 0.370 -0.050
C 0.49155 -5.36858 0.67674 0.069 0.215 -0.136
C -0.68599 -5.56520 -0.05095 0.046 0.301 -0.099
C -1.18639 -4.53883 -0.85989 0.407 0.170 0.245
C -0.50851 -3.31856 -0.92206 -0.378 -0.108 -0.269
O 1.58757 -1.42378 -1.93343 0.212 0.267 0.450
O 2.80642 -1.72516 0.24464 -0.137 0.235 -0.192
C 2.64413 1.19492 0.27689 -0.102 0.351 -0.307
C 3.26730 2.37191 0.68601 -0.220 -0.186 0.287
H 3.22355 4.03760 2.06081 -0.136 -0.203 -0.042
H 1.23770 3.16575 3.31331 0.225 -0.200 -0.151
H 0.18805 1.01209 2.62939 0.148 0.345 -0.322
H 2.12277 -3.99942 1.12169 -0.186 -0.040 -0.105
H 0.87541 -6.16074 1.32136 -0.083 0.219 -0.235
H -1.21673 -6.51627 0.00562 0.167 0.252 0.030
H -2.09497 -4.67019 -1.44199 0.132 -0.042 0.160
H -0.90431 -2.48752 -1.51601 0.202 -0.593 0.224
H 3.09546 0.59426 -0.51819 -0.303 0.417 0.160
H 4.15568 2.70512 0.15060 -0.157 -0.038 0.253
C -2.43810 3.19827 2.13215 0.024 0.045 -0.003
C -3.03339 1.99339 1.75349 -0.053 -0.031 -0.326
C -2.57705 1.31965 0.62208 0.073 0.094 0.336
C -1.46005 1.81291 -0.07419 -0.095 0.127 0.262
C -0.77888 0.96814 -1.05657 0.714 -0.749 0.520
S 0.44095 1.66960 -2.04427 0.651 0.600 -1.215
C -0.22109 1.11676 -3.65127 -0.201 0.241 0.155
C -0.91155 -0.22033 -3.45675 0.021 -0.538 0.213
S -1.71577 -0.26338 -1.81759 -0.839 0.088 -0.940
C -0.95190 3.08517 0.22899 0.169 -0.141 0.476
C -1.41739 3.75452 1.35875 -0.136 0.104 -0.258
H -2.79435 3.72484 3.02010 0.131 -0.181 -0.250
H -3.85497 1.56464 2.32915 0.217 0.219 -0.154
H -3.06995 0.40323 0.28560 0.273 0.291 0.305
H -0.91799 1.87973 -4.01833 0.172 -0.197 0.045
H 0.63032 1.03590 -4.33157 -0.143 -0.009 0.058
H -1.73204 -0.38448 -4.16262 0.278 0.074 -0.047
H -0.19892 -1.04946 -3.50042 -0.103 0.192 -0.043
H -0.16613 3.51380 -0.40397 -0.272 -0.190 0.469
H -0.97049 4.71330 1.63147 -0.222 -0.284 -0.077

***

3.
103
Properties=species:S:1:pos:R:3:forces:R:3 method="wB97M-V/def2-TZVPD" lumo_energy_ev=-0.08 relative_energy_kcal_mol=18.8 multiplicity=1 e_tot_ev=-55392.7508
C 3.63378 0.54297 0.65251 -1.398 -1.215 0.675
C 4.52778 -0.62903 1.00851 -0.609 0.449 0.703
O 4.91378 -1.13803 -0.24349 0.687 -0.239 -0.328
H 4.25278 1.34697 0.37551 0.507 1.097 -0.617
H 2.96178 0.84597 1.46451 0.427 -0.010 0.017
H 2.96578 0.22897 -0.15449 0.267 0.192 -0.176
H 3.99378 -1.43103 1.56351 0.229 0.553 0.038
H 5.36078 -0.20803 1.62651 -0.262 -0.736 -0.427
H 5.54178 -1.84603 -0.10049 0.231 -0.211 -0.084
C -3.53922 1.13497 0.93651 0.471 1.461 1.322
C -3.47622 -0.24103 1.60251 0.311 0.183 0.249
O -4.76222 -0.86003 1.68651 0.384 0.096 0.274
H -4.07922 1.90397 1.59451 0.333 -1.178 -0.924
H -4.00622 1.10597 -0.06649 0.307 0.019 0.639
H -2.49622 1.57697 0.91451 -1.014 -0.631 -0.400
H -2.90922 -0.20203 2.59351 -0.980 -0.009 -1.161
H -2.92722 -0.92303 0.96051 0.381 0.098 0.055
H -5.20222 -0.52403 2.46651 -0.281 0.114 0.155
C 0.23578 0.15397 0.73851 -0.732 0.086 0.080
C -0.44022 -0.42003 -0.53149 1.326 -0.317 1.034
O 0.35778 -0.17503 -1.67049 -0.260 -0.800 -0.745
H 0.51178 1.23097 0.62351 -0.118 -0.824 -0.175
H 1.13378 -0.40903 1.06151 -0.591 0.251 -0.315
H -0.50322 0.11397 1.56451 0.485 -0.145 -0.494
H -1.38522 0.01997 -0.75449 -1.008 0.367 0.470
H -0.55322 -1.51903 -0.51649 -0.218 0.392 0.710
H -0.09822 -0.75103 -2.31649 0.469 0.502 -0.532
C 4.03478 3.06097 2.68951 -1.157 0.625 0.756
C 2.55678 3.34397 3.02351 0.605 -0.582 1.019
O 2.33578 4.68497 2.67751 1.486 -0.249 -1.768
H 4.23278 2.06497 2.97451 0.399 -1.387 0.051
H 4.60378 3.66097 3.38651 0.455 0.453 -0.289
H 4.29778 3.22097 1.63351 -0.220 0.161 0.527
H 2.28878 3.25897 4.12851 0.807 -0.360 -1.129
H 1.89578 2.61397 2.52651 -0.047 0.390 -0.273
H 1.58078 4.93197 3.13051 -2.378 1.105 1.345
C -0.99822 3.51397 -0.50149 0.713 -0.200 0.607
C -0.08622 4.04197 0.59451 0.421 -0.351 -0.727
O -0.13222 5.45497 0.56351 -0.946 -0.694 -1.128
H -1.01522 2.43297 -0.49149 0.572 -0.369 -0.141
H -0.64822 3.88097 -1.45349 -0.117 0.076 -0.400
H -2.02922 3.73697 -0.31649 -0.622 0.807 0.006
H 0.92978 3.58297 0.52351 -0.297 0.760 -0.457
H -0.41122 3.67597 1.53451 -0.688 -0.276 1.291
H 0.49278 5.82297 1.15151 1.230 0.444 0.952
C 1.63378 2.18197 -3.66349 1.142 8.026 -5.653
O 1.80678 3.51497 -4.00849 -1.452 -6.298 1.673
N 2.09278 1.66497 -2.59749 0.765 -0.474 6.101
N 1.24578 1.24597 -4.52349 -1.977 0.488 -3.125
H 2.33078 2.42297 -1.92849 -0.015 -0.995 -0.484
H 1.46178 0.91897 -2.19549 1.136 0.809 -0.158
H 0.77978 1.43997 -5.42849 0.752 0.088 1.333
H 1.28378 0.31097 -4.23049 -0.053 -1.168 0.204
C -1.69322 -4.95303 -2.22549 4.053 -6.114 0.270
O -0.89422 -6.03603 -2.18349 -3.310 4.307 -0.389
N -1.62322 -4.01703 -1.33049 3.613 2.596 3.015
N -2.64922 -4.80003 -3.12449 -1.769 1.908 -2.713
H -0.60522 -4.00803 -0.95449 -2.319 0.055 -0.400
H -2.00422 -3.06003 -1.49049 0.270 -1.305 -0.181
H -2.79522 -5.56203 -3.74949 0.162 -0.322 -0.426
H -2.70122 -3.83603 -3.55349 -0.399 -1.710 0.944
C 1.94878 -0.26703 4.05651 0.123 -0.405 -0.622
O 1.31678 -1.51603 3.91651 1.843 -0.521 0.871
H 2.98778 -0.36803 3.74651 0.135 0.069 0.170
H 1.87378 0.12197 5.04751 0.144 0.130 0.967
H 1.48278 0.46497 3.42951 -0.186 0.601 -0.614
H 0.46978 -1.41703 3.54351 -1.829 0.081 -0.734
C -2.49322 1.73497 -2.68249 0.470 1.790 -1.898
O -2.47722 0.56897 -3.45049 0.047 -2.224 0.631
H -2.62122 1.64397 -1.63249 0.195 -1.083 0.751
H -3.37622 2.25897 -3.00749 -0.186 1.010 -0.037
H -1.55722 2.28597 -2.90649 -0.675 0.087 0.389
H -2.53922 0.72497 -4.38949 0.047 0.452 -0.134
C 2.19978 -2.80703 -0.68649 0.954 1.482 0.124
O 1.29878 -3.78703 -1.04649 -0.742 -0.777 -1.051
H 2.89478 -3.17703 0.01651 0.901 -0.617 1.072
H 1.70178 -1.97103 -0.20149 -0.226 0.004 -0.151
H 2.83978 -2.39003 -1.47249 -0.447 -0.088 -0.317
H 1.59078 -4.21203 -1.86649 -0.271 -0.121 0.425
C -0.84022 -3.07903 1.88251 -2.011 -0.629 -1.264
O -1.10422 -2.02403 2.70151 -0.118 1.934 2.151
H -0.61222 -3.95403 2.36951 0.072 -2.321 1.753
H 0.00278 -3.01503 1.28651 1.555 1.273 -1.534
H -1.76422 -3.19103 1.33751 0.086 -0.804 -1.094
H -1.89722 -2.28603 3.19251 0.361 0.409 0.039
C -1.07522 1.51397 3.67251 -2.207 0.074 0.842
O -0.42622 2.24897 4.66751 1.451 1.422 -1.538
H -2.21322 1.49697 3.93051 1.742 -0.175 -0.831
H -0.66022 0.52497 3.71651 -0.234 -0.809 -0.505
H -0.92822 1.96997 2.69651 0.031 0.018 0.091
H -0.85422 2.05297 5.45851 -0.863 -0.351 2.174
C 0.66278 -2.42103 -4.12349 -0.608 0.374 0.299
O -0.54922 -1.70403 -3.94549 -0.850 0.270 -0.048
H 0.99578 -2.31003 -5.13149 0.900 0.569 -0.568
H 0.44778 -3.44303 -4.03849 -0.040 -1.759 0.506
H 1.32978 -2.11603 -3.31349 0.261 0.042 -0.515
H -1.30222 -2.23103 -4.27249 0.655 0.381 0.290
C -3.91122 -1.58503 -1.44649 -4.266 -2.437 0.107
O -2.79122 -1.78303 -2.20449 1.273 0.671 -0.636
H -4.72122 -2.30103 -1.86149 0.730 1.100 0.297
H -4.39922 -0.61103 -1.48549 0.583 0.239 0.072
H -3.91622 -1.99803 -0.42149 0.902 0.641 -0.259
H -2.62522 -0.99103 -2.74949 0.138 0.209 0.035

***

4.
87
Properties=species:S:1:pos:R:3:forces:R:3 method="wB97M-V/def2-TZVPD" total_charge=-2 lumo_energy_ev="3.62 / 2.77" relative_energy_kcal_mol=31.0 multiplicity=2 e_tot_ev=-256596.3366
Cs 1.52788 0.59485 -2.26045 1.073 -0.630 -0.726
C 5.99752 0.49971 -1.59883 0.147 -0.111 -0.018
C 5.50477 1.78665 -0.94828 0.128 0.135 0.071
N 4.35752 2.35078 -1.61749 -0.140 0.011 -0.169
C 3.65675 3.39152 -0.89825 0.076 0.115 0.204
C 2.98922 2.85677 0.35412 -0.095 0.043 0.055
C 2.59040 3.68299 1.39852 0.013 -0.008 -0.148
C 1.91544 3.11030 2.46486 -0.001 0.068 0.019
C 1.68754 1.74564 2.48278 -0.053 -0.090 -0.033
C 2.13961 0.99492 1.40471 -0.065 0.086 0.036
C 1.90958 -0.49666 1.31210 0.034 -0.030 0.187
N 2.77705 -1.12512 0.33826 -0.157 -0.056 -0.144
C 4.18197 -1.14559 0.66648 0.096 -0.024 0.088
C 5.06147 -1.52437 -0.52396 0.159 -0.128 0.044
N 5.04877 -0.59531 -1.62920 -0.143 0.131 -0.064
N 2.76916 1.55281 0.38478 0.159 -0.067 -0.092
H 6.92909 0.20304 -1.07772 -0.040 0.024 -0.023
H 6.28321 0.70314 -2.63549 -0.033 0.039 0.001
H 6.35899 2.49586 -0.90165 -0.064 -0.097 -0.014
H 5.21861 1.59156 0.08438 -0.018 -0.028 0.032
H 4.56833 2.63184 -2.56511 0.050 0.014 0.017
H 2.84730 3.76745 -1.52897 -0.045 0.042 -0.011
H 4.30276 4.24566 -0.60833 -0.054 -0.085 -0.051
H 2.78120 4.74769 1.35325 -0.013 0.033 0.026
H 1.56210 3.73151 3.27951 -0.008 -0.002 0.020
H 1.14129 1.27308 3.28788 -0.038 -0.029 0.061
H 0.87731 -0.63818 0.98452 -0.094 0.012 -0.001
H 1.99627 -0.92846 2.32837 -0.019 0.024 -0.088
H 2.43119 -2.04368 0.09369 0.019 -0.012 0.026
H 4.41459 -1.83652 1.50212 0.001 0.026 -0.060
H 4.45523 -0.14779 1.00917 0.010 0.020 -0.003
H 4.73206 -2.49721 -0.90472 -0.041 0.007 0.028
H 6.09054 -1.67607 -0.13830 -0.078 0.005 -0.006
H 5.13100 -1.07794 -2.51383 0.019 -0.012 -0.002
Se 0.40020 -1.78861 -5.13119 -0.106 -0.008 -0.031
Se 2.53294 -2.35581 -5.51202 0.087 -0.065 0.029
Te 3.78614 -0.19003 -5.19918 0.149 0.086 -0.275
Se 6.12689 -0.89506 -5.33720 0.024 -0.056 0.046
C -5.65682 -5.85079 -0.17574 -0.054 -0.117 -0.009
C -4.75388 -4.65085 -0.24495 0.101 0.045 -0.030
C -3.55058 -4.69160 -0.93879 -0.142 0.010 0.085
C -2.71349 -3.58026 -1.01224 0.007 -0.046 -0.091
C -1.42967 -3.72694 -1.78742 0.098 0.097 -0.016
C -3.05758 -2.37457 -0.38323 0.391 0.171 -0.161
Te -1.74039 -0.46329 -0.69713 -0.170 -0.179 0.132
N -0.41803 1.34690 -0.65145 -0.581 -0.026 0.596
C -0.45751 2.54087 -1.13102 -0.131 0.053 0.294
O 0.53734 3.18024 -1.64070 0.150 0.367 -0.007
C -1.72950 3.35784 -1.03970 -0.160 0.024 -0.149
C -2.95038 2.90524 -1.53338 0.038 -0.111 -0.046
C -4.10309 3.66090 -1.38566 -0.099 -0.044 -0.047
C -4.06433 4.87954 -0.72387 -0.069 0.045 0.011
C -2.85142 5.33979 -0.22755 -0.077 0.126 0.053
C -1.69892 4.59369 -0.39948 0.114 0.013 0.022
C -1.79103 -0.19424 1.42015 0.082 0.105 -0.261
C -2.07957 1.09675 1.86200 0.019 0.001 -0.061
C -2.13251 1.40596 3.20700 -0.019 0.095 0.016
C -1.87093 0.41900 4.14899 -0.016 0.017 0.119
C -1.56046 -0.85649 3.71766 -0.002 -0.061 -0.029
C -1.52045 -1.18901 2.35888 0.076 -0.019 0.130
C -1.15585 -2.59777 1.99415 0.087 -0.085 -0.067
C -4.27359 -2.33786 0.29945 -0.143 0.183 0.156
C -4.70758 -1.07924 1.00345 -0.208 0.061 0.065
C -5.09946 -3.45621 0.36978 -0.052 -0.065 -0.007
H -5.20994 -6.70230 -0.69106 0.007 -0.018 -0.002
H -6.62527 -5.65522 -0.64291 -0.017 0.023 -0.008
H -5.85288 -6.15249 0.85627 0.006 0.012 0.021
H -3.25606 -5.61006 -1.43837 0.001 -0.058 -0.015
H -1.31008 -4.74492 -2.16038 0.015 -0.040 -0.004
H -0.56671 -3.47562 -1.16784 0.038 -0.005 0.021
H -1.38116 -3.05233 -2.64417 -0.032 0.019 -0.004
H -2.99297 1.94093 -2.02469 -0.007 0.042 0.021
H -5.03874 3.28640 -1.78663 -0.019 0.025 0.012
H -4.96795 5.46470 -0.59919 -0.013 0.015 0.010
H -2.80473 6.29229 0.28973 -0.011 0.017 0.008
H -0.74299 4.95811 -0.04599 0.048 0.020 0.023
H -2.24487 1.86831 1.12212 -0.004 0.030 -0.014
H -2.36670 2.41946 3.51136 -0.001 0.005 0.040
H -1.89785 0.64373 5.21005 0.002 0.002 -0.013
H -1.33278 -1.63225 4.44089 0.009 -0.008 0.057
H -0.58421 -3.05481 2.80334 0.023 -0.053 0.040
H -0.56010 -2.62519 1.07966 0.013 0.031 -0.018
H -2.03861 -3.20654 1.79580 -0.017 -0.028 0.049
H -4.39814 -0.19197 0.44793 -0.064 -0.050 0.002
H -4.24906 -0.99789 1.99250 -0.048 -0.009 -0.001
H -5.79201 -1.05789 1.12923 -0.062 -0.005 0.029
H -6.03846 -3.38741 0.91383 -0.046 -0.009 0.019